Formula: C26H28N5O
Source: the Open Molecules 2025 dataset
Level of theory: the ωB97M-V functional and the def2-TZVPD basis

The value obtained for the energy above the lowest of the compared OMol25 structures with the same formula, charge and spin is 0.0000 eV. Its net charge is +1.

```
60
Properties=species:S:1:pos:R:3:forces:R:3:lowdin_charge:R:1
C -1.972677 4.515605 2.381545 0.3 0.5 -0.1 0.001
N -1.705743 3.105190 2.552063 -0.4 -0.4 0.1 -0.035
C -2.713300 2.222835 2.818777 -1.3 0.6 0.2 -0.367
O -3.898978 2.508547 2.962987 1.8 -0.6 -0.2 0.105
C -2.094664 0.829700 2.894743 -0.6 0.0 0.6 -0.156
C -2.642467 -0.122030 1.828434 0.2 -0.1 -0.4 -0.086
C -4.122681 -0.381428 1.973364 -0.1 -0.2 -0.1 -0.243
C -4.991125 -0.070596 0.921958 0.0 0.1 0.4 -0.038
C -6.369323 -0.198799 1.101151 0.1 -0.2 0.2 -0.066
C -6.869384 -0.700002 2.310926 0.2 0.0 -0.1 -0.074
C -5.992861 -1.088074 3.332724 0.1 0.0 -0.1 -0.067
C -4.613923 -0.938455 3.158858 -0.3 0.2 -0.3 -0.044
N -0.666872 1.105877 2.735855 1.6 -2.1 -0.1 0.058
C 0.241055 0.106677 2.734906 -1.8 1.3 0.1 0.042
C 1.604609 0.329840 2.603599 1.7 0.0 -0.3 -0.063
C 2.574244 -0.653097 2.513337 -1.5 0.7 0.4 0.051
C 3.969074 -0.341324 2.450991 1.6 0.9 -0.3 -0.184
C 4.962542 -1.351155 2.541953 -0.6 0.2 -0.1 0.015
C 6.312514 -1.039576 2.469690 0.2 0.1 0.0 0.002
C 6.726277 0.288724 2.274750 -0.6 -0.4 0.1 -0.207
C 8.110539 0.627165 2.129011 2.7 0.6 -0.2 -0.153
N 9.234425 0.932411 2.006731 -2.6 -0.7 0.3 0.186
C 5.769650 1.302844 2.197985 -0.3 0.3 0.0 -0.007
C 4.419472 1.004581 2.288385 0.1 -0.6 0.0 0.011
C -0.363286 2.536674 2.508231 0.0 0.9 -0.1 -0.454
C 0.269532 2.789557 1.132090 -0.2 -0.2 -0.1 0.017
C 0.490850 3.161496 3.623466 -0.2 -0.1 0.2 0.017
H -3.049860 4.686931 2.453266 0.2 -0.2 0.0 0.104
H -1.462781 5.108629 3.150556 -0.2 -0.1 -0.1 0.098
H -1.622417 4.857766 1.400115 -0.1 -0.1 0.2 0.097
H -2.274845 0.413970 3.902751 0.0 0.2 -0.4 0.171
H -2.426064 0.313090 0.839518 -0.1 -0.2 0.2 0.132
H -2.083069 -1.067066 1.901622 -0.1 0.2 -0.1 0.119
H -4.574571 0.304717 -0.016337 -0.2 0.0 0.3 0.115
H -7.049109 0.103141 0.299956 0.2 -0.2 0.3 0.110
H -7.947926 -0.794284 2.454175 0.4 0.0 0.0 0.108
H -6.376959 -1.495353 4.272432 0.1 0.1 -0.4 0.109
H -3.911682 -1.231711 3.944867 -0.3 0.1 -0.1 0.114
H -0.143184 -0.909541 2.870800 0.0 0.4 -0.1 0.158
H 1.926449 1.366519 2.566180 -0.1 -0.6 0.1 0.055
H 2.277322 -1.704045 2.493559 0.1 0.0 0.1 0.076
H 4.634580 -2.386250 2.660883 0.2 0.3 0.0 0.113
H 7.067509 -1.820982 2.559682 -0.3 0.2 -0.1 0.131
H 6.088265 2.336047 2.058531 -0.1 -0.3 0.0 0.132
H 3.710064 1.825704 2.201795 0.2 -0.2 0.0 0.107
H -0.418303 2.462954 0.340765 0.2 0.1 0.2 0.107
H 0.479692 3.861395 1.026659 -0.1 -0.3 0.0 0.098
H 1.206987 2.242462 1.020613 -0.1 0.2 -0.1 0.073
H -0.057542 3.119491 4.573792 0.2 0.1 -0.2 0.111
H 1.440374 2.642052 3.755716 -0.1 0.2 0.1 0.072
H 0.707048 4.205510 3.362161 -0.1 -0.3 0.2 0.098
N 2.179765 -3.643891 2.078037 0.2 -0.1 0.2 -0.005
C 2.376450 -4.751115 2.768523 -0.5 -0.5 -1.4 -0.177
N 2.090280 -5.843925 1.986671 0.0 0.5 -0.2 0.051
C 1.706394 -5.383057 0.730923 0.3 0.6 0.7 -0.082
C 1.778924 -4.009159 0.804717 0.1 -1.1 0.7 -0.141
H 2.717356 -4.860967 3.788389 -0.1 0.2 -0.1 0.123
H 2.162708 -6.810982 2.285210 -0.1 0.4 -0.2 0.156
H 1.433490 -6.022883 -0.089418 0.0 -0.1 0.1 0.110
H 1.577574 -3.289973 0.024339 0.0 0.0 0.1 0.097
```
Positions in Å, forces in eV/Å.